The following is a quantum chemistry calculation of a 7-piece molecular cluster, H15NO6 overall, from the Open Molecules 2025 dataset.

```
! wB97M-V def2-TZVPD RIJCOSX def2/J DEFGRID3
* xyz 0 1
N 2.5899 -1.2332 0.1411
H 3.2370 -1.5314 -0.5718
H 2.3424 -2.0421 0.7146
H 3.0651 -0.5437 0.6606
O -1.1790 1.4436 -3.0591
H -1.3130 1.0548 -3.9104
H -2.0401 1.9239 -3.0114
O -0.5278 4.8543 2.1081
H -0.0039 4.1432 1.6847
H 0.0507 5.1598 2.8366
O -1.5583 -3.5677 1.8779
H -2.0066 -3.8272 1.1002
H -0.7148 -3.4563 1.3489
O -0.8622 -2.9260 -1.2214
H -1.8511 -2.9509 -1.3343
H -0.7558 -2.0143 -0.8407
O -0.3374 0.5842 1.9086
H 0.0342 0.2290 1.0054
H -0.6105 1.4677 1.6538
O 0.6923 1.2502 -0.6838
H 1.3013 0.4647 -0.8871
H 0.4476 1.5174 -1.5207
*
```

Values from the calculation:
HOMO ... -0.391 Eh
SMILES ... N.O.O.O.O.O.O
Energy ... -515.1538 Eh
Energy above the lowest of the compared OMol25 structures with the same formula, charge and spin ... 41.2 kcal per mole


The following is a quantum chemistry calculation of C24H32AsF6N4OPSTi as an isolated structure, from the Open Molecules 2025 dataset.

```
! wB97M-V def2-TZVPD RIJCOSX def2/J DEFGRID3
* xyz 2 1
Ti 9.1055 11.8179 9.4251
C 10.2866 6.9687 7.2625
C 9.0575 7.4101 6.8218
C 8.3693 8.4681 7.4014
C 8.8654 9.1584 8.4806
C 10.0502 8.7792 8.9651
C 10.7775 7.7173 8.3478
N 8.1174 10.2110 9.0355
C 6.7116 10.2094 9.2120
C 5.9743 9.1048 9.4961
C 4.6123 9.3486 9.8230
C 4.0251 10.5914 9.8260
C 4.7347 11.6844 9.3423
C 6.0863 11.4833 9.0449
N 7.1159 12.4339 8.6154
N 6.8676 13.2874 7.7685
C 8.0440 13.6906 7.1468
C 7.9108 14.5325 6.0219
C 9.1275 14.7365 5.3428
C 10.3507 14.1651 5.6923
C 10.3365 13.2834 6.7983
N 9.2123 13.0763 7.4614
H 10.8791 6.1527 6.8579
H 8.6145 6.8810 5.9625
H 7.4909 8.8453 6.9365
H 10.6069 9.4005 9.6244
H 11.7631 7.4384 8.8204
H 6.3876 8.1487 9.5490
H 3.9894 8.4845 10.0632
H 3.0238 10.7846 10.1698
H 4.3589 12.6518 9.0588
H 6.9254 14.8638 5.7245
H 9.1200 15.3693 4.5040
H 11.2137 14.4359 5.1390
H 11.3252 12.9077 7.1275
C 7.2396 11.3638 12.6443
P 8.8714 10.8889 11.9390
C 8.8380 9.0313 12.1281
C 10.1169 11.3637 13.1376
H 7.1149 10.8617 13.5761
H 6.5476 10.9531 11.8971
H 7.0293 12.4059 12.7742
H 8.3777 8.8927 13.1191
H 9.8126 8.6122 12.0146
H 8.1758 8.6931 11.3518
H 9.7142 10.9373 14.0617
H 10.3114 12.4249 13.0950
H 10.9752 10.8083 12.8534
C 10.7800 16.5699 12.2055
C 10.6806 15.1312 11.8291
S 9.3895 14.9933 10.4589
O 8.9817 13.4929 10.5302
C 7.8910 15.7649 11.1354
C 6.6054 15.5797 10.3051
H 11.6259 16.8691 12.8263
H 9.9290 16.9998 12.7098
H 10.9890 17.0985 11.2857
H 10.3097 14.4285 12.5775
H 11.6119 14.7386 11.2706
H 8.1116 16.7783 11.3153
H 7.7574 15.3517 12.1276
H 6.8023 15.8663 9.2849
H 5.8524 16.2253 10.7101
H 6.3857 14.4967 10.3974
F 12.0732 12.2519 11.1716
As 13.0067 12.1035 9.7010
F 12.5932 13.7203 9.3538
F 14.5133 12.2789 10.3825
F 13.4947 11.6709 8.1304
F 13.0041 10.4247 10.0075
F 10.8045 11.5224 8.8541
*
```

Values from the calculation:
HOMO ... -0.501 Eh
Energy ... -5651.5718 Eh
Energy above the lowest of the compared OMol25 structures with the same formula, charge and spin ... 58.7 kcal per mole


The following is a quantum chemistry calculation of C2H6BrNO2S as an isolated structure, from the Open Molecules 2025 dataset.

```
! wB97M-V def2-TZVPD RIJCOSX def2/J DEFGRID3
* xyz 0 1
C 0.1754 -0.8599 0.8822
C -1.1791 -0.2144 0.6488
N 0.2170 1.3510 -1.1987
O -1.9277 2.4630 -0.1209
O -0.0036 2.1733 1.2896
S -0.7757 1.6418 0.2032
Br -2.2586 0.1733 2.2118
H 0.9647 -0.0418 1.0872
H 0.1799 -1.5228 1.6611
H 0.5009 -1.4770 0.1451
H -2.0003 -0.6068 -0.0311
H -0.3556 0.8953 -1.8735
H 0.8413 2.0817 -1.4611
*
```

Values from the calculation:
HOMO ... -0.382 Eh
Energy ... -3257.1847 Eh
Energy above the lowest of the compared OMol25 structures with the same formula, charge and spin ... 24.0 kcal per mole


The following is a quantum chemistry calculation of one molecule with the formula CH3ClOS2, from the Open Molecules 2025 dataset.

```
! wB97M-V def2-TZVPD RIJCOSX def2/J DEFGRID3
* xyz 0 1
O 0.7507 0.3607 -0.9206
C 0.9871 -0.3457 0.2793
S -0.6793 -1.3352 0.6247
S -1.9270 -0.3350 -0.5652
Cl -2.8352 1.2917 0.5000
H 0.7051 1.3011 -0.8096
H 1.5262 -1.2009 -0.0916
H 1.4723 0.2633 0.9830
*
```

Values from the calculation:
HOMO ... -0.340 Eh
SMILES ... OCSSCl
Energy ... -1371.6766 Eh
Energy above the lowest of the compared OMol25 structures with the same formula, charge and spin ... 10.8 kcal per mole


The following is a quantum chemistry calculation of a 2-piece molecular cluster, C26H29N2O overall, from the Open Molecules 2025 dataset.

```
! wB97M-V def2-TZVPD RIJCOSX def2/J DEFGRID3
* xyz 1 1
C -6.5628 4.5805 0.4947
O -5.8703 3.5951 -0.3060
C -4.5236 3.4616 -0.2608
C -3.9576 2.4572 -1.0889
C -2.6109 2.2116 -1.0464
C -1.7093 2.9600 -0.2209
C -0.3407 2.5617 -0.1935
C 0.7837 3.2218 0.3744
C 2.0991 2.7730 0.0169
C 3.2473 3.3365 0.5613
C 3.1608 4.3785 1.4976
C 4.3870 4.9785 2.1087
C 1.8936 4.8626 1.8420
C 0.7409 4.2958 1.3157
C -2.3043 4.0440 0.5040
C -3.6729 4.2665 0.5280
H -7.6082 4.4196 0.2165
H -6.4250 4.4022 1.5761
H -6.2520 5.6085 0.2411
H -4.6461 1.9001 -1.7204
H -2.2019 1.4110 -1.6596
H -0.1287 1.6224 -0.7193
H 2.1859 1.9570 -0.6934
H 4.2407 2.9823 0.2793
H 4.1025 5.7698 2.8088
H 4.9697 4.2303 2.6614
H 5.0562 5.4184 1.3575
H 1.8190 5.6919 2.5469
H -0.2134 4.6579 1.6710
H -1.7023 4.7244 1.0871
H -4.0875 5.0659 1.1460
C 3.1425 -5.1926 -1.9286
C 2.6849 -3.8275 -2.4430
C 1.6678 -3.1731 -1.5624
C 0.9412 -3.9443 -0.6216
N 1.1579 -5.2955 -0.5024
C 1.9604 -6.0169 -1.4638
C 0.2259 -6.1451 0.2072
C -0.3356 -5.4486 1.4280
C -0.9419 -4.0978 1.0506
C -0.0812 -3.3046 0.1205
C -0.3005 -1.9278 -0.0934
N 0.4063 -1.2010 -0.9589
C 1.3537 -1.8044 -1.6845
H 3.6606 -5.7364 -2.7213
H 3.8447 -5.0619 -1.0985
H 3.5566 -3.1717 -2.5555
H 2.2746 -3.9604 -3.4554
H 1.3446 -6.2957 -2.3374
H 2.3008 -6.9432 -0.9845
H -0.6031 -6.4348 -0.4630
H 0.7618 -7.0578 0.4935
H -1.0960 -6.0895 1.8785
H 0.4616 -5.3058 2.1648
H -1.9274 -4.2753 0.5937
H -1.1332 -3.5196 1.9626
H -1.0946 -1.4197 0.4640
H 1.8988 -1.1961 -2.4148
*
```

Values from the calculation:
HOMO ... -0.357 Eh
Energy ... -1192.6576 Eh
Energy above the lowest of the compared OMol25 structures with the same formula, charge and spin ... 0.0 kcal per mole


The following is a quantum chemistry calculation of C48H37LaN3O4P2 as an isolated structure, from the Open Molecules 2025 dataset.

```
! wB97M-V def2-TZVPD RIJCOSX def2/J DEFGRID3
* xyz 1 1
La -0.2809 -0.3224 -0.8022
O -1.5483 -0.0163 6.4149
C -0.3848 0.0087 5.9621
O 0.7659 0.1597 6.4559
C -0.3563 -0.1639 4.4646
C -1.5307 -0.2745 3.7193
C -1.4783 -0.3753 2.3189
N -0.2959 -0.3631 1.6282
C 0.8587 -0.2021 2.3436
C 0.8441 -0.1270 3.7455
C 2.1450 -0.0561 1.6083
C 3.3866 0.0609 2.2783
C 4.5460 0.2463 1.5059
C 4.4480 0.3988 0.0991
C 3.1773 0.3096 -0.4792
N 2.0660 0.0736 0.2488
C -2.7264 -0.5143 1.5457
C -4.0111 -0.4173 2.1463
C -5.1261 -0.5028 1.3126
C -4.9739 -0.7402 -0.0698
C -3.6913 -0.9011 -0.5810
N -2.6012 -0.7230 0.1897
H -2.5030 -0.3175 4.2024
H 1.8097 0.0061 4.2142
H 3.3968 -0.0012 3.3600
H 5.5094 0.3526 2.0186
H 5.3116 0.6442 -0.5074
H 2.9813 0.4047 -1.5585
H -4.1041 -0.2323 3.2014
H -6.1135 -0.4075 1.7372
H -5.8427 -0.8590 -0.7135
H -3.5090 -1.1523 -1.6266
O 0.9540 -0.8322 -2.9635
C -0.0334 -1.5910 -3.0980
O -1.2291 -1.2027 -3.1819
C 0.1735 -3.0658 -2.9817
P 0.0909 -3.3664 -1.0190
C -0.6062 -5.0364 -0.7859
C 0.0998 -6.1330 -1.3173
C -0.3226 -7.4647 -1.1325
C -1.4904 -7.7526 -0.4328
C -2.1911 -6.6865 0.1255
C -1.7905 -5.3629 -0.0769
C 1.7633 -3.6404 -0.4594
C 2.0460 -4.2588 0.7866
C 3.3320 -4.2274 1.3307
C 4.3979 -3.6695 0.6018
C 4.1501 -3.1237 -0.6532
C 2.8476 -3.1119 -1.1842
H 1.0967 -3.4441 -3.3932
H -0.6866 -3.5699 -3.4495
H 1.0088 -5.9549 -1.8881
H 0.2399 -8.2835 -1.5991
H -1.8205 -8.7836 -0.3008
H -3.0875 -6.9083 0.6912
H -2.4050 -4.5742 0.3502
H 1.2482 -4.7566 1.3202
H 3.5057 -4.6161 2.3499
H 5.3749 -3.6249 1.0705
H 4.9456 -2.6397 -1.2117
H 2.6406 -2.7143 -2.1793
C -1.4690 4.5037 -5.1431
C -1.3571 3.1237 -4.9527
C -0.9697 2.6199 -3.7193
C -0.6952 3.4663 -2.6272
C -0.8131 4.8556 -2.8310
C -1.2133 5.3579 -4.0811
P -0.3809 2.8138 -0.9835
C -1.6515 3.5719 0.0338
C -2.9461 3.0085 -0.0113
C -3.9693 3.4203 0.8302
C -3.7552 4.4843 1.7142
C -2.4978 5.0751 1.7554
C -1.4431 4.6304 0.9307
C 1.2138 3.5022 -0.5363
C 2.1622 3.9869 -1.4767
C 3.4168 4.4166 -1.0589
C 3.7867 4.3249 0.2798
C 2.8974 3.8159 1.2090
C 1.6182 3.4297 0.8014
H -1.7566 4.9149 -6.1244
H -1.4993 2.4510 -5.7957
H -0.8506 1.5493 -3.6380
H -0.5556 5.5343 -2.0169
H -1.2552 6.4331 -4.2059
H -3.1659 2.1788 -0.6576
H -4.9360 2.9301 0.7419
H -4.5744 4.8455 2.3456
H -2.2919 5.8994 2.4491
H -0.4522 5.0720 1.0208
H 1.9516 4.0342 -2.5470
H 4.1349 4.7866 -1.7887
H 4.7870 4.6216 0.5959
H 3.1980 3.6948 2.2331
H 0.9109 3.0470 1.5526
*
```

Values from the calculation:
HOMO ... -0.370 Eh
Energy ... -3030.8052 Eh
Energy above the lowest of the compared OMol25 structures with the same formula, charge and spin ... 0.0 kcal per mole